Computed, not measured: C15H13BrIO4Tl as an isolated structure, with ωB97M-V with the def2-TZVPD basis set.

CARTESIAN COORDINATES (ANGSTROEM)
Tl -0.320 -0.412 1.382
C -7.506 -0.378 1.123
O -7.191 0.813 1.810
C -5.865 1.134 1.914
C -5.597 2.328 2.617
C -4.293 2.709 2.763
C -3.198 1.973 2.256
C -1.857 2.485 2.462
C -1.680 3.827 3.162
O -0.818 1.925 2.112
C -3.469 0.752 1.539
O -2.605 -0.016 1.021
C -4.851 0.381 1.393
H -8.591 -0.464 1.145
H -7.062 -1.250 1.612
H -7.164 -0.344 0.085
H -6.417 2.906 3.020
H -4.098 3.626 3.303
H -2.069 3.791 4.181
H -2.199 4.626 2.630
H -0.616 4.042 3.192
H -5.024 -0.538 0.853
Br 4.746 -1.429 -11.705
C 3.965 -1.784 -9.850
C 3.968 -3.139 -9.548
C 3.460 -3.501 -8.308
C 2.988 -2.503 -7.458
C 3.030 -1.171 -7.856
C 3.533 -0.736 -9.105
I 0.432 0.361 -1.106
H 4.347 -3.883 -10.239
H 3.435 -4.544 -8.012
H 2.589 -2.771 -6.483
H 2.648 -0.435 -7.148
O -0.111 -1.404 3.021

Summary:
HOMO (eV): -1.7
F_max (eV Å⁻¹): 0.1
HOMO-LUMO gap (eV): 5.456
Energy relative to the best compared isomer or geometry (same formula, charge and spin) (kJ/mol): 0.0
Energy (eV): -106791.3079
Charge: -2

These are the Mulliken partial charges, in e, on atoms 1 to 2: number 1, Tl, carries 0.9350; number 2, C, carries -0.8128


Computed, not measured: C15H13BrN2O3S3 as an isolated structure in a non-equilibrium geometry, with ωB97M-V with the def2-TZVPD basis set.

CARTESIAN COORDINATES (ANGSTROEM)
O -0.219 2.680 1.265
O -1.892 -0.866 4.246
Br -1.677 2.511 -1.664
N 1.886 -0.980 -1.019
O -3.836 0.202 3.749
S 1.482 -1.680 -3.512
S -0.764 -1.368 -1.399
S -3.321 0.350 -0.025
C -1.426 2.647 1.304
C -2.551 -0.116 3.506
C 0.937 -1.347 -1.869
C 5.424 -0.090 -1.926
C 5.336 -0.360 -3.283
C 4.295 -0.343 -1.132
C 4.198 -0.958 -3.836
C 3.092 -0.816 -1.706
C 3.080 -1.150 -3.048
N -2.275 1.743 1.917
C -2.521 -1.954 1.248
C -0.693 -0.577 0.247
C -2.057 -0.525 0.947
C -3.247 1.931 0.849
C -2.367 2.976 0.146
C -1.827 0.374 2.192
H -4.043 -0.293 4.538
H 6.317 0.361 -1.496
H 6.192 -0.111 -3.911
H 4.289 -0.144 -0.060
H 4.164 -1.129 -4.919
H -3.420 -1.937 1.907
H -1.741 -2.511 1.729
H -2.783 -2.480 0.308
H -0.245 0.411 0.075
H 0.011 -1.137 0.884
H -4.194 2.328 1.171
H -2.831 3.974 0.180
H -0.771 0.384 2.395

Summary:
HOMO (eV): -8.4
F_max (eV Å⁻¹): 4.2
HOMO-LUMO gap (eV): 8.377
Energy relative to the best compared isomer or geometry (same formula, charge and spin) (kJ/mol): 0.0
Energy (eV): -127436.4096

These are the Mulliken partial charges, in e, on atoms 1 to 2: number 1, O, carries -0.5300; number 2, O, carries -0.5906


Computed, not measured: C15H13Cl3GeN7OSTi as an isolated structure, with ωB97M-V with the def2-TZVPD basis set.

CARTESIAN COORDINATES (ANGSTROEM)
Ti 0.622 -0.075 0.186
C -0.516 3.154 2.981
C -1.311 2.514 3.918
C -1.627 1.179 3.751
C -1.147 0.504 2.637
N -0.383 1.133 1.725
C -0.070 2.422 1.898
C -1.367 -0.930 2.415
C -2.441 -1.633 2.965
C -2.560 -3.000 2.775
C -1.610 -3.702 2.041
C -0.538 -3.030 1.467
C -0.509 -1.668 1.618
H -0.225 4.188 3.090
H -1.664 3.047 4.791
H -2.197 0.653 4.502
H 0.577 2.859 1.148
H -3.196 -1.108 3.538
H -3.397 -3.525 3.213
H -1.702 -4.772 1.911
H 0.217 -3.552 0.896
N 2.458 0.134 -1.893
N 1.813 0.612 -3.027
C 0.668 1.295 -2.908
N 0.031 1.614 -4.038
S 0.070 1.840 -1.417
H 3.331 0.619 -1.724
H 2.592 -0.867 -1.968
H 2.130 0.321 -3.940
H 0.260 1.143 -4.900
H -0.928 1.907 -3.932
O 2.388 -0.007 0.796
N 1.831 -0.783 1.782
C 1.974 -0.272 3.034
C 1.344 -0.943 4.109
N 0.829 -1.483 4.990
C 2.670 0.935 3.274
N 3.226 1.926 3.481
Cl -3.314 -2.739 -1.097
Ge -2.304 -0.772 -1.083
Cl -2.696 -0.183 -3.219
Cl 0.006 -1.728 -1.595

Summary:
HOMO (alpha / beta) (eV): -6.8 / -8.8
Multiplicity: 4
F_max (eV Å⁻¹): 0.2
HOMO-LUMO gap (alpha / beta) (eV): 6.306 / 6.880
Energy relative to the best compared isomer or geometry (same formula, charge and spin) (kJ/mol): 111.3
Expectation value of S²: 3.7748
Energy (eV): -156278.7128

These are the Mulliken partial charges, in e, on atoms 1 to 2: number 1, Ti, carries 0.0790; number 2, C, carries -1.0066


Computed, not measured: C15H13IrN3O2S3 as an isolated structure in a non-equilibrium geometry, with ωB97M-V with the def2-TZVPD basis set.

CARTESIAN COORDINATES (ANGSTROEM)
Ir 0.570 1.097 0.423
S -1.632 1.333 0.263
C -1.937 1.724 -1.378
C -3.261 1.845 -1.849
C -3.490 2.202 -3.149
C -2.412 2.453 -4.025
C -1.122 2.340 -3.587
C -0.862 1.967 -2.250
S 0.749 1.834 -1.690
H -4.082 1.652 -1.170
H -4.505 2.292 -3.510
H -2.610 2.733 -5.051
H -0.286 2.526 -4.249
C 3.640 2.017 5.479
C 3.240 1.639 4.088
C 3.572 0.400 3.535
C 3.161 0.146 2.244
N 2.493 1.052 1.536
C 2.188 2.209 2.172
S 1.290 3.200 1.094
N 2.530 2.542 3.407
H 4.325 1.291 5.914
H 2.750 2.084 6.106
H 4.106 3.001 5.473
H 4.135 -0.332 4.094
H 3.385 -0.793 1.751
O 0.457 -0.178 2.310
C 0.380 -1.198 1.584
C 0.258 -2.646 1.964
C 0.148 -3.319 0.591
C 0.209 -2.178 -0.433
O 0.122 -2.292 -1.625
N 0.385 -0.993 0.268
H -0.619 -2.787 2.594
H 1.131 -2.953 2.541
H -0.788 -3.858 0.451
H 0.960 -4.015 0.383

Summary:
HOMO (alpha / beta) (eV): -7.6 / -7.8
Multiplicity: 2
F_max (eV Å⁻¹): 1.2
HOMO-LUMO gap (alpha / beta) (eV): 7.683 / 5.730
Energy relative to the best compared isomer or geometry (same formula, charge and spin) (kJ/mol): 41.0
Expectation value of S²: 0.7650
Energy (eV): -59678.1203

These are the Mulliken partial charges, in e, on atoms 1 to 2: number 1, Ir, carries 1.6453; number 2, S, carries -0.4026


Computed, not measured: one molecule with the formula C15H13N5OS3, with ωB97M-V with the def2-TZVPD basis set.

CARTESIAN COORDINATES (ANGSTROEM)
C -1.110 -0.957 -2.742
H -0.299 -1.252 -3.403
H -2.032 -0.903 -3.314
C -1.259 -1.985 -1.628
N -0.051 -2.096 -0.844
C 0.165 -1.847 0.486
N 1.357 -2.184 0.856
N 1.961 -2.657 -0.263
C 1.133 -2.632 -1.352
O 1.356 -2.985 -2.482
H 2.910 -2.990 -0.226
S -1.054 -1.295 1.612
C -1.640 0.174 0.769
N -2.949 0.253 0.696
C -3.514 1.225 -0.016
N -2.834 2.080 -0.761
C -1.522 2.031 -0.657
C -0.808 1.138 0.187
C 0.604 1.391 0.150
C 0.903 2.359 -0.761
S -0.458 3.050 -1.569
H 1.884 2.731 -0.986
C 1.598 0.812 1.025
C 1.488 0.516 2.354
C 2.689 0.032 2.909
C 3.698 -0.029 2.005
S 3.212 0.514 0.451
H 4.708 -0.359 2.150
H 2.791 -0.261 3.938
H 0.585 0.654 2.919
C -4.998 1.314 -0.013
H -5.334 1.869 -0.883
H -5.323 1.837 0.886
H -5.429 0.317 0.004
H -2.082 -1.730 -0.955
H -1.456 -2.967 -2.070
H -0.892 0.030 -2.340

Summary:
HOMO (eV): -8.2
F_max (eV Å⁻¹): 0.8
HOMO-LUMO gap (eV): 8.069
Energy (eV): -57770.4042

These are the Mulliken partial charges, in e, on atoms 1 to 2: number 1, C, carries -0.9522; number 2, H, carries 0.4226


Computed, not measured: C15H14CeN4O2S as an isolated structure in a non-equilibrium geometry, with ωB97M-V with the def2-TZVPD basis set.

CARTESIAN COORDINATES (ANGSTROEM)
Ce -0.922 0.176 -0.760
N 0.260 -4.004 0.890
C 0.123 -2.736 0.488
S -1.453 -2.026 0.819
N 1.147 -2.225 -0.159
N 1.181 -0.904 -0.426
C 2.064 -0.477 -1.290
C 3.002 -1.367 -2.006
C 3.822 -2.250 -1.303
C 4.692 -3.081 -1.988
C 4.736 -3.056 -3.375
C 3.922 -2.182 -4.080
C 3.065 -1.334 -3.400
C 2.102 0.986 -1.521
C 3.171 1.586 -2.179
C 3.184 2.961 -2.343
C 2.125 3.709 -1.852
C 1.093 3.046 -1.218
N 1.072 1.722 -1.044
H -0.505 -4.470 1.340
H 1.114 -4.498 0.695
H 3.786 -2.262 -0.225
H 5.334 -3.755 -1.438
H 5.407 -3.717 -3.908
H 3.954 -2.155 -5.161
H 2.415 -0.661 -3.947
H 3.986 0.978 -2.538
H 4.015 3.439 -2.845
H 2.101 4.784 -1.955
H 0.243 3.596 -0.833
C -0.431 1.062 -4.572
C -0.924 0.617 -3.230
O -1.568 1.416 -2.486
O -0.632 -0.543 -2.797
H -1.161 1.712 -5.047
H -0.218 0.197 -5.194
H 0.487 1.636 -4.421

Summary:
HOMO (alpha / beta) (eV): -11.1 / -11.1
Multiplicity: 2
F_max (eV Å⁻¹): 3.4
HOMO-LUMO gap (alpha / beta) (eV): 7.119 / 7.172
Energy relative to the best compared isomer or geometry (same formula, charge and spin) (kJ/mol): 5.2
Expectation value of S²: 0.7508
Energy (eV): -49598.5735
Charge: +1

These are the Mulliken partial charges, in e, on atoms 1 to 2: number 1, Ce, carries 1.2236; number 2, N, carries -0.3741